Record 1
Density functional theory data (ωB97M-V with the def2-TZVPD basis set) for C3H5O3Tb as an isolated structure.

HOMO energy (spin up / spin down)   -21.606 / -21.156 eV
Net charge   +3
Frontier orbital gap (spin up / spin down)   0.1604 / 0.1367 hartree
DFT total energy   -31727.3889 eV
Relative energy (zero: lowest compared OMol25 entry of this formula, charge and spin)   149.1 kcal/mol
2S+1   8
F_max   0.201 hartree/bohr

```
12
Properties=species:S:1:pos:R:3:forces:R:3:lowdin_charge:R:1
H -0.91274 3.95851 -2.11059 -0.2 -0.3 -0.7 0.175
H 3.21884 0.84207 2.94958 0.2 0.8 -0.1 0.173
H -2.21627 2.82532 -1.22656 0.2 0.6 0.5 0.165
O -0.24213 1.48231 -0.00973 -0.8 -0.4 -2.5 -0.348
H 2.22677 0.79111 4.52724 0.0 0.6 0.4 0.176
C -1.20297 3.04060 -1.58783 -1.3 0.1 0.5 0.243
O 1.09548 -0.05132 1.60248 1.7 1.6 3.9 -0.094
C 2.24717 0.86479 3.44281 4.8 -1.0 2.3 0.496
Tb 0.59211 -0.52375 -0.85300 -0.2 0.4 0.1 1.971
O -0.31061 2.20867 -1.40487 2.3 -0.3 1.7 -0.080
C 1.13713 0.53371 2.77693 -7.4 -2.2 -6.9 -0.070
H 0.09292 0.73697 3.09614 0.8 0.2 0.7 0.193
```
Forces are in eV/Å.

=====

Record 2
Density functional theory data (ωB97M-V with the def2-TZVPD basis set) for C3H5O3Y as an isolated structure.

HOMO energy (spin up / spin down)   -11.734 / -13.382 eV
Net charge   +1
Frontier orbital gap (spin up / spin down)   0.2311 / 0.2769 hartree
DFT total energy   -10365.0626 eV
Relative energy (zero: lowest compared OMol25 entry of this formula, charge and spin)   62.3 kcal/mol
2S+1   2
F_max   0.093 hartree/bohr

```
12
Properties=species:S:1:pos:R:3:forces:R:3:nbo_charge:R:1
C 0.48792 0.65881 1.01394 0.3 0.3 0.0 -0.105
H -0.41757 -2.06117 -0.55276 0.6 0.9 1.0 -0.214
O 1.63140 -1.98084 -0.87727 -2.2 0.8 -0.1 -0.519
O -0.57046 0.10430 -0.97081 -3.6 -0.7 -1.8 -0.939
O 1.34711 -0.20789 0.26582 -1.3 0.1 1.8 -0.449
H 0.10494 0.13177 1.89700 0.0 0.1 -0.3 0.196
H -1.50909 1.29151 0.59123 -0.1 -0.5 -0.5 0.185
C 0.82312 -1.23197 -0.37653 3.3 -2.8 -1.9 0.857
C -0.58501 1.10115 0.02155 0.3 0.9 -0.1 -0.101
H -0.33236 2.06241 -0.45540 0.1 -0.3 0.2 0.196
Y -2.08378 -1.37510 -1.89123 2.6 1.7 1.6 1.661
H 1.10377 1.50702 1.33445 -0.1 -0.4 0.0 0.231
```
Forces are in eV/Å.

=====

Record 3
Density functional theory data (ωB97M-V with the def2-TZVPD basis set) for C3H5O3Yb as an isolated structure.

HOMO energy (spin up / spin down)   -10.049 / -13.632 eV
Net charge   +1
Frontier orbital gap (spin up / spin down)   0.2374 / 0.2389 hartree
DFT total energy   -40852.5103 eV
Relative energy (zero: lowest compared OMol25 entry of this formula, charge and spin)   17.9 kcal/mol
2S+1   3
F_max   0.096 hartree/bohr

```
12
Properties=species:S:1:pos:R:3:forces:R:3:nbo_charge:R:1
H 0.67407 -0.80242 -1.62571 -1.0 0.9 0.1 0.240
O -1.85698 0.77225 -1.01825 2.3 -2.2 2.2 -0.526
C 0.91395 -0.36101 -0.64625 2.9 -3.9 -0.1 -0.469
O -0.66763 1.35962 0.74892 1.6 0.1 0.6 -0.849
H 0.44556 -2.25564 0.38820 0.4 0.3 0.0 0.263
C -1.16908 0.34970 -0.07291 -4.4 1.6 -1.5 0.942
C 0.38654 -1.16729 0.52697 -1.0 1.4 -0.5 -0.141
H -1.37668 1.82220 1.21026 -0.3 0.0 0.0 0.543
Yb 0.93832 2.51536 -0.80947 -0.3 0.0 0.0 1.030
H 2.00427 -0.53341 -0.64956 0.2 1.3 0.3 0.223
O -1.04511 -0.87601 0.44354 -0.4 0.7 -0.8 -0.477
H 0.75278 -0.82336 1.50426 0.0 -0.3 -0.3 0.221
```
Forces are in eV/Å.

=====

Record 4
Density functional theory data (ωB97M-V with the def2-TZVPD basis set) for an isolated ion of composition C3H5O4P and charge -2.

HOMO energy   0.512 eV
Net charge   -2
Frontier orbital gap   0.2325 hartree
DFT total energy   -20670.5532 eV
Relative energy (zero: lowest compared OMol25 entry of this formula, charge and spin)   18.0 kcal/mol
SMILES   C=C[C@H](O)P(=O)([O-])[O-]
F_max   0.073 hartree/bohr

```
13
Properties=species:S:1:pos:R:3:forces:R:3:nbo_charge:R:1
H -0.22214 -0.32816 -1.95339 1.2 0.5 2.5 0.142
C -1.92190 0.36727 0.76291 -0.3 0.8 0.8 -0.565
C 0.00431 -0.32421 -0.75175 -0.5 -0.6 -2.2 -0.300
O 2.69637 -0.28940 -1.08715 0.0 -0.2 0.3 -1.247
H -1.90159 -0.70135 1.02145 -0.6 0.6 0.9 0.204
H 0.65207 -1.71594 0.43238 -1.5 0.0 -2.0 0.508
H -1.01163 1.61300 -0.62361 0.6 -0.3 0.3 0.185
C -1.02086 0.60719 -0.17824 -0.1 0.4 -0.9 -0.129
O -0.01799 -1.73356 -0.43108 0.6 0.5 2.7 -0.829
O 1.73186 -0.65085 1.28378 -0.6 -0.9 0.1 -1.227
O 1.70452 1.70879 0.23194 -0.3 -1.7 -0.2 -1.258
P 1.72403 0.16201 -0.00510 1.1 3.3 -1.5 2.342
H -2.41703 1.28522 1.29787 0.5 -2.3 -1.0 0.174
```
Forces are in eV/Å.

=====

Record 5
Density functional theory data (ωB97M-V with the def2-TZVPD basis set) for a 2-piece molecular cluster, C3H5O5S overall.

HOMO energy (spin up / spin down)   -2.752 / -2.751 eV
Net charge   -1
Frontier orbital gap (spin up / spin down)   0.1888 / 0.1888 hartree
DFT total energy   -24262.1803 eV
Relative energy (zero: lowest compared OMol25 entry of this formula, charge and spin)   110.7 kcal/mol
F_max   0.056 hartree/bohr

```
14
Properties=species:S:1:pos:R:3:forces:R:3:nbo_charge:R:1
O 3.04914 -0.51059 0.51260 1.0 0.1 2.2 -0.510
O 2.84589 -1.80891 -0.12351 0.7 0.5 -0.7 -0.492
H -2.69970 -0.36559 -1.65315 0.0 -1.5 1.8 0.504
O -0.94833 -1.69364 0.43875 -0.6 1.7 -0.4 -0.539
O -2.28335 1.35711 -0.65895 2.5 -1.1 1.0 -0.567
H 0.20220 0.44699 1.33457 -0.4 -0.4 0.5 0.257
C -1.35307 0.70606 -0.13128 -0.6 1.6 0.5 0.486
C -1.53529 -0.82208 -0.16748 -0.6 -2.0 -1.1 0.681
H -0.39388 2.15124 1.21559 0.3 -0.7 -0.7 0.229
H 1.91822 -1.66736 -0.08963 -1.7 -0.9 -0.5 0.451
C -0.15223 1.21191 0.66111 -1.2 0.2 -0.3 -0.793
S 3.10520 0.89669 -0.37705 -0.1 0.3 -1.1 -0.331
H 0.80127 1.26769 0.07155 -0.2 0.5 -0.5 0.315
O -2.55605 -1.16951 -1.03315 0.8 1.6 -0.8 -0.691
```
Forces are in eV/Å.

=====

Record 6
Density functional theory data (ωB97M-V with the def2-TZVPD basis set) for a 2-piece molecular cluster, C3H5P overall.

HOMO energy (spin up / spin down)   -9.513 / -8.036 eV
Frontier orbital gap (spin up / spin down)   0.3068 / 0.2786 hartree
DFT total energy   -12474.4665 eV
Relative energy (zero: lowest compared OMol25 entry of this formula, charge and spin)   96.2 kcal/mol
F_max   0.043 hartree/bohr

```
9
Properties=species:S:1:pos:R:3:forces:R:3:nbo_charge:R:1
H -2.17198 0.53289 -0.65534 1.4 -0.7 1.2 0.252
H -1.69621 0.21555 1.19205 0.0 -0.1 -2.1 0.238
P 0.19594 1.21601 0.15971 -0.5 0.3 0.0 0.649
C 1.26751 0.13765 -0.65301 -0.2 0.8 0.7 -0.478
C 2.25085 -0.38440 -1.11562 0.4 -0.6 -1.4 -0.164
H -0.48689 -0.27650 2.99168 0.1 0.0 0.1 -0.001
C -1.35433 0.18885 0.08013 0.2 -1.0 1.1 -0.982
H -0.87524 -0.84747 -0.10541 -1.7 1.4 0.0 0.250
H 2.87035 -0.78256 -1.89420 0.3 -0.1 0.5 0.235
```
Forces are in eV/Å.

=====

Record 7
Density functional theory data (ωB97M-V with the def2-TZVPD basis set) for an isolated molecule of C3H6.

HOMO energy   -10.427 eV
Frontier orbital gap   0.4341 hartree
DFT total energy   -3206.4693 eV
Relative energy (zero: lowest compared OMol25 entry of this formula, charge and spin)   22.8 kcal/mol
SMILES   C1CC1
F_max   0.081 hartree/bohr

```
9
Properties=species:S:1:pos:R:3:forces:R:3:nbo_charge:R:1
H 0.90151 -1.10749 0.86211 -1.0 0.1 -0.5 0.209
C -0.97605 -0.07791 0.00056 1.8 -0.1 3.1 -0.425
H -1.27627 -0.15636 1.04708 -1.0 -0.1 -0.6 0.216
C 0.41810 -0.67865 -0.04031 1.9 -2.9 -2.3 -0.420
C 0.26524 0.75964 -0.00396 2.7 2.8 -1.0 -0.443
H 0.90797 -1.19034 -0.97776 -1.5 1.1 1.7 0.206
H 0.90835 1.19591 0.82900 -2.0 -0.1 -0.5 0.218
H -1.68719 -0.06918 -0.78278 -0.3 0.0 -0.6 0.231
H 0.53834 1.32438 -0.93394 -0.5 -0.7 0.8 0.207
```
Forces are in eV/Å.

=====

Record 8
Density functional theory data (ωB97M-V with the def2-TZVPD basis set) for a 2-piece molecular cluster, C3H6 overall.

HOMO energy (spin up / spin down)   -8.052 / -9.935 eV
Frontier orbital gap (spin up / spin down)   0.2888 / 0.3787 hartree
DFT total energy   -3202.4075 eV
Relative energy (zero: lowest compared OMol25 entry of this formula, charge and spin)   116.5 kcal/mol
F_max   0.058 hartree/bohr

```
9
Properties=species:S:1:pos:R:3:forces:R:3:nbo_charge:R:1
C -0.24339 -0.11366 -0.00324 1.3 -1.7 -0.1 0.156
H -0.30683 -2.65079 -0.39270 0.0 0.7 0.1 -0.041
H 1.67242 0.51104 -1.00278 -1.3 0.1 1.8 0.243
C -1.45407 0.29533 0.09265 -0.4 2.9 -0.6 -0.527
H 1.81887 -0.62431 0.35655 -1.1 1.6 -0.2 0.251
C 1.17574 0.29145 0.03204 1.7 -1.2 -0.7 -0.744
H -2.36954 -0.23343 0.17688 -0.4 -0.8 0.0 0.230
H -1.59125 1.41992 -0.04945 0.0 -1.1 0.4 0.198
H 1.29805 1.10445 0.79005 0.2 -0.5 -0.8 0.236
```
Forces are in eV/Å.

=====

Record 9
Density functional theory data (ωB97M-V with the def2-TZVPD basis set) for C3H6AuN3O as an isolated structure.

HOMO energy   -9.752 eV
Frontier orbital gap   0.3571 hartree
DFT total energy   -13419.0530 eV
F_max   0.013 hartree/bohr

```
14
Properties=species:S:1:pos:R:3:forces:R:3:nbo_charge:R:1
N 0.64749 3.15134 0.43703 0.1 0.2 0.0 -0.812
H 0.01766 2.56042 0.95274 0.0 0.0 0.0 0.425
H 3.55533 3.57439 -2.81485 0.0 0.0 0.0 0.211
Au -0.01649 -0.05788 0.00516 -0.3 -0.3 0.2 0.447
N 2.18298 3.33547 -1.29440 0.0 0.1 0.0 -0.596
N -1.81558 -2.25208 1.28572 0.0 0.1 0.0 -0.461
H 2.29224 4.30406 -1.05781 0.0 0.0 0.0 0.400
H 0.73834 4.11628 0.69332 0.0 0.0 0.0 0.401
C 2.94557 2.77579 -2.40030 0.0 0.1 0.0 -0.409
C 1.33336 2.59060 -0.57842 -0.4 -0.4 0.3 0.800
C -1.14702 -1.44124 0.80819 0.0 0.1 0.0 -0.111
H 2.28914 2.39164 -3.17795 -0.1 0.0 0.0 0.216
O 1.18539 1.38034 -0.86054 0.4 0.3 -0.4 -0.727
H 3.59642 1.97179 -2.06397 0.0 0.0 0.0 0.216
```
Forces are in eV/Å.

=====

Record 10
Density functional theory data (ωB97M-V with the def2-TZVPD basis set) for an isolated molecule of C3H6BN.

HOMO energy (spin up / spin down)   -6.042 / -11.550 eV
Frontier orbital gap (spin up / spin down)   0.2432 / 0.2131 hartree
DFT total energy   -5368.0493 eV
Relative energy (zero: lowest compared OMol25 entry of this formula, charge and spin)   13.9 kcal/mol
2S+1   3
F_max   0.191 hartree/bohr

```
11
Properties=species:S:1:pos:R:3:forces:R:3:nbo_charge:R:1
C 0.44449 -0.83183 0.97728 -3.5 5.9 3.2 -0.876
H -0.10058 1.91590 -0.27996 -0.2 -0.7 -0.5 0.250
C 2.31215 -0.19998 -1.06035 -9.0 1.4 3.7 0.220
C -0.21500 0.99475 -0.92102 -3.5 2.4 -1.5 -0.793
H 0.76517 -0.30706 1.96049 0.2 -0.4 -1.4 0.227
B 0.80303 0.01064 -0.29205 5.4 -2.6 -0.9 0.265
H 0.88086 -1.69427 0.99168 2.5 -5.4 -0.1 0.225
H -0.63286 -0.92567 1.32742 0.9 -0.2 -1.3 0.230
N 3.36394 -0.27834 -1.51533 5.0 -0.5 -2.2 -0.254
H -0.15129 1.34178 -2.02359 0.0 -1.0 1.9 0.252
H -1.27389 0.50699 -0.66308 2.2 1.0 -0.8 0.254
```
Forces are in eV/Å.

=====

What is the DFT total energy in the seventh record?
-3206.4693 eV